Record 1
The following is a quantum chemistry calculation of C30H25AuO4PS2Se2Si as an isolated structure in a non-equilibrium geometry, from the OMol25 dataset.

Relative energy (zero: lowest compared OMol25 entry of this formula, charge and spin) = 0.0 kcal/mol
Net charge = -1
HOMO energy = -5.382 eV
Total energy = -7825.169703 a.u.
Frontier orbital gap = 6.911 eV

Geometry (Å):
Au (-1.919, -1.438, -1.533)
Se (-2.758, 0.829, -1.529)
P (-0.900, 1.463, -2.582)
Se (-0.064, -0.142, -3.675)
C (0.224, 2.186, -1.349)
C (1.382, 1.519, -0.991)
C (2.208, 2.040, -0.007)
C (1.885, 3.239, 0.605)
C (0.731, 3.921, 0.237)
C (-0.101, 3.392, -0.733)
C (-1.317, 2.914, -3.602)
C (-2.625, 3.317, -3.833)
C (-2.886, 4.421, -4.635)
C (-1.841, 5.125, -5.207)
C (-0.531, 4.722, -4.981)
C (-0.270, 3.624, -4.185)
H (1.613, 0.577, -1.466)
H (3.090, 1.489, 0.292)
H (2.526, 3.642, 1.378)
H (0.474, 4.856, 0.716)
H (-1.007, 3.919, -1.006)
H (-3.443, 2.759, -3.400)
H (-3.910, 4.723, -4.810)
H (-2.043, 5.985, -5.830)
H (0.289, 5.267, -5.430)
H (0.753, 3.311, -4.015)
O (-1.739, -3.506, -1.417)
S (-2.950, -4.055, -2.203)
O (-3.926, -4.607, -1.306)
O (-2.523, -4.884, -3.292)
S (-3.564, -2.178, -2.898)
O (-0.461, -0.901, -0.214)
Si (0.180, -1.416, 1.161)
C (-0.240, -3.184, 1.602)
C (0.736, -4.111, 1.961)
C (0.401, -5.408, 2.321)
C (-0.926, -5.805, 2.320)
C (-1.913, -4.902, 1.951)
C (-1.567, -3.611, 1.599)
C (-0.315, -0.298, 2.584)
C (-0.536, 1.056, 2.341)
C (-0.860, 1.930, 3.363)
C (-0.975, 1.460, 4.665)
C (-0.764, 0.116, 4.928)
C (-0.441, -0.749, 3.895)
C (2.047, -1.259, 0.958)
C (2.610, -1.493, -0.297)
C (3.975, -1.368, -0.506)
C (4.808, -1.014, 0.546)
C (4.269, -0.779, 1.801)
C (2.901, -0.902, 2.000)
H (1.780, -3.820, 1.952)
H (1.180, -6.111, 2.591)
H (-1.190, -6.819, 2.588)
H (-2.947, -5.211, 1.916)
H (-2.352, -2.929, 1.299)
H (-0.467, 1.428, 1.328)
H (-1.029, 2.976, 3.144)
H (-1.234, 2.138, 5.468)
H (-0.860, -0.260, 5.939)
H (-0.292, -1.800, 4.115)
H (1.962, -1.743, -1.128)
H (4.390, -1.543, -1.491)
H (5.875, -0.913, 0.386)
H (4.913, -0.492, 2.624)
H (2.486, -0.690, 2.978)



Record 2
The following is a quantum chemistry calculation of C30H25BrLiN4O3 as an isolated structure, from the OMol25 dataset.

Relative energy (zero: lowest compared OMol25 entry of this formula, charge and spin) = 11.9 kcal/mol
Net charge = -1
HOMO energy = -2.965 eV
Total energy = -4184.667046 a.u.
Frontier orbital gap = 5.415 eV

Geometry (Å):
Li (-0.911, -0.244, -0.176)
C (2.817, -1.793, -1.328)
O (1.955, -0.668, -1.425)
C (2.357, 0.478, -0.838)
C (3.605, 0.684, -0.273)
C (3.868, 1.906, 0.337)
Br (5.583, 2.182, 1.106)
C (2.921, 2.893, 0.417)
C (1.650, 2.683, -0.139)
C (1.378, 1.492, -0.793)
O (0.216, 1.151, -1.409)
C (0.665, 3.764, 0.056)
N (0.986, 5.034, 0.117)
C (-0.208, 5.685, 0.371)
C (-0.473, 7.045, 0.532)
C (-1.777, 7.425, 0.782)
C (-2.810, 6.477, 0.875)
C (-2.569, 5.126, 0.717)
C (-1.252, 4.755, 0.460)
N (-0.668, 3.530, 0.256)
H (3.021, -2.038, -0.284)
H (3.753, -1.616, -1.869)
H (2.273, -2.619, -1.773)
H (4.358, -0.088, -0.294)
H (3.113, 3.836, 0.906)
H (-0.516, 1.758, -1.222)
H (0.327, 7.771, 0.462)
H (-2.012, 8.474, 0.911)
H (-3.820, 6.814, 1.076)
H (-3.362, 4.391, 0.794)
H (-1.150, 2.615, 0.275)
O (-2.151, 1.262, -0.156)
C (-2.989, 1.324, 0.833)
C (-4.360, 1.614, 0.625)
C (-5.253, 1.681, 1.671)
C (-4.835, 1.462, 2.984)
C (-3.501, 1.190, 3.216)
C (-2.568, 1.135, 2.178)
C (-1.154, 0.910, 2.480)
N (-0.200, 0.482, 1.669)
C (0.949, 0.426, 2.423)
C (0.702, 0.829, 3.694)
N (-0.642, 1.132, 3.720)
H (-4.679, 1.765, -0.399)
H (-6.297, 1.891, 1.469)
H (-5.538, 1.497, 3.806)
H (-3.189, 0.993, 4.238)
H (1.884, 0.105, 1.991)
H (1.335, 0.932, 4.556)
H (-1.142, 1.536, 4.491)
C (-1.535, -2.284, 0.078)
C (-0.392, -3.127, 0.135)
C (-0.035, -4.014, -0.920)
C (1.078, -4.828, -0.859)
C (1.941, -4.812, 0.237)
C (1.630, -3.939, 1.281)
C (0.513, -3.127, 1.237)
H (-1.967, -1.994, 1.037)
H (-2.280, -2.533, -0.677)
H (-0.683, -4.061, -1.789)
H (1.280, -5.500, -1.689)
H (2.808, -5.458, 0.283)
H (2.274, -3.899, 2.154)
H (0.297, -2.469, 2.072)



Record 3
The following is a quantum chemistry calculation of C30H25ClInO3P as an isolated structure in a non-equilibrium geometry, from the OMol25 dataset.

Relative energy (zero: lowest compared OMol25 entry of this formula, charge and spin) = 0.0 kcal/mol
Net charge = 0
HOMO energy = -7.719 eV
Total energy = -2375.639900 a.u.
Frontier orbital gap = 6.971 eV

Geometry (Å):
C (1.376, 1.537, 1.060)
C (2.234, 0.434, 0.839)
C (2.364, 0.232, -0.563)
H (2.751, -0.127, 1.616)
C (1.600, 1.229, -1.229)
C (0.939, 2.029, -0.224)
H (0.436, 2.978, -0.404)
H (1.135, 1.987, 2.021)
H (2.984, -0.523, -1.048)
H (1.576, 1.428, -2.300)
In (-0.666, 0.081, -0.316)
Cl (-1.532, 0.128, -2.525)
P (-0.175, -2.473, -0.026)
C (0.892, -3.138, -1.347)
C (1.769, -4.222, -1.159)
H (1.889, -4.658, -0.167)
C (2.483, -4.744, -2.242)
H (3.140, -5.601, -2.086)
C (2.355, -4.188, -3.518)
H (2.896, -4.616, -4.365)
C (1.518, -3.084, -3.702)
H (1.416, -2.638, -4.693)
C (0.805, -2.557, -2.629)
H (0.157, -1.687, -2.780)
C (0.483, -3.108, 1.550)
C (1.845, -2.921, 1.868)
H (2.516, -2.464, 1.137)
C (2.343, -3.323, 3.109)
H (3.393, -3.154, 3.349)
C (1.508, -3.949, 4.042)
H (1.909, -4.294, 4.999)
C (0.160, -4.146, 3.729)
H (-0.497, -4.641, 4.447)
C (-0.357, -3.716, 2.506)
H (-1.414, -3.860, 2.278)
C (-1.797, -3.290, -0.263)
C (-1.903, -4.564, -0.841)
H (-1.007, -5.075, -1.195)
C (-3.157, -5.170, -0.958)
H (-3.229, -6.171, -1.380)
C (-4.315, -4.504, -0.543)
H (-5.291, -4.988, -0.632)
C (-4.213, -3.217, -0.008)
H (-5.113, -2.689, 0.302)
C (-2.967, -2.607, 0.134)
H (-2.896, -1.593, 0.542)
O (-3.405, 3.285, -0.793)
C (-3.147, 4.066, 0.266)
C (-3.475, 5.435, 0.154)
C (-3.176, 6.306, 1.194)
C (-2.574, 5.822, 2.363)
C (-2.240, 4.470, 2.475)
C (-2.509, 3.564, 1.444)
C (-1.938, 2.177, 1.496)
O (-1.284, 1.770, 2.459)
O (-2.144, 1.472, 0.386)
H (-2.984, 2.385, -0.575)
H (-3.922, 5.776, -0.784)
H (-3.408, 7.367, 1.077)
H (-2.346, 6.508, 3.177)
H (-1.753, 4.089, 3.366)



Record 4
The following is a quantum chemistry calculation of C30H25FLaN4O2S2 as an isolated structure in a non-equilibrium geometry, from the OMol25 dataset.

Relative energy (zero: lowest compared OMol25 entry of this formula, charge and spin) = 2.7 kcal/mol
Net charge = -1
HOMO energy = -4.873 eV
Total energy = -2455.789556 a.u.
Frontier orbital gap = 6.691 eV

Geometry (Å):
La (1.674, 1.008, 0.840)
C (2.957, -2.816, -1.382)
C (2.757, -1.738, -2.448)
C (3.565, -0.479, -2.137)
C (1.317, -1.380, -2.782)
C (0.943, -1.454, -4.123)
C (-0.329, -1.103, -4.543)
C (-1.241, -0.654, -3.607)
C (-0.911, -0.560, -2.256)
C (-1.984, -0.069, -1.298)
C (-2.489, 1.318, -1.704)
C (-3.168, -1.034, -1.199)
C (0.380, -0.936, -1.830)
N (0.726, -0.894, -0.451)
C (0.173, -1.926, 0.293)
C (-0.582, -2.999, -0.211)
C (-1.118, -3.986, 0.609)
C (-0.927, -3.963, 1.983)
C (-0.159, -2.936, 2.519)
C (0.361, -1.996, 1.673)
F (1.147, -1.011, 2.251)
H (4.009, -3.110, -1.349)
H (2.362, -3.704, -1.601)
H (2.683, -2.462, -0.391)
H (3.165, -2.141, -3.381)
H (3.273, -0.053, -1.176)
H (3.433, 0.281, -2.910)
H (4.631, -0.696, -2.045)
H (1.675, -1.799, -4.846)
H (-0.602, -1.177, -5.589)
H (-2.239, -0.372, -3.923)
H (-1.531, -0.001, -0.307)
H (-2.947, 1.286, -2.696)
H (-1.689, 2.060, -1.729)
H (-3.252, 1.664, -1.004)
H (-3.665, -1.143, -2.168)
H (-3.905, -0.645, -0.491)
H (-2.859, -2.021, -0.858)
H (-0.749, -3.049, -1.281)
H (-1.697, -4.783, 0.157)
H (-1.355, -4.720, 2.627)
H (0.041, -2.844, 3.579)
S (2.661, 2.651, 2.939)
C (4.314, 2.173, 3.231)
C (4.995, 2.913, 4.283)
N (5.502, 3.515, 5.122)
C (4.987, 1.203, 2.579)
S (4.360, 0.211, 1.278)
C (6.366, 0.931, 2.951)
N (7.461, 0.696, 3.216)
O (-1.877, 0.261, 3.179)
C (-1.698, 1.214, 2.467)
N (-0.531, 1.532, 1.762)
C (-0.758, 2.661, 1.042)
O (0.086, 3.139, 0.265)
C (-2.133, 3.184, 1.301)
C (-2.798, 4.291, 0.821)
C (-4.115, 4.465, 1.239)
C (-4.721, 3.549, 2.100)
C (-4.027, 2.436, 2.574)
C (-2.723, 2.284, 2.156)
H (-2.315, 4.986, 0.145)
H (-4.680, 5.320, 0.889)
H (-5.748, 3.708, 2.406)
H (-4.483, 1.717, 3.243)



Record 5
The following is a quantum chemistry calculation of a 5-piece molecular cluster, C30H25N5O10 overall in a non-equilibrium geometry, from the OMol25 dataset.

Relative energy (zero: lowest compared OMol25 entry of this formula, charge and spin) = 74.2 kcal/mol
SMILES = O=[N+]([O-])c1ccccc1.O=[N+]([O-])c1ccccc1.O=[N+]([O-])c1ccccc1.O=[N+]([O-])c1ccccc1.O=[N+]([O-])c1ccccc1
Net charge = 0
HOMO energy = -9.635 eV
Total energy = -2183.807018 a.u.
Frontier orbital gap = 8.884 eV

Geometry (Å):
O (-1.230, 4.567, -0.553)
N (-0.276, 5.036, 0.023)
O (0.460, 4.332, 0.746)
C (0.026, 6.516, 0.018)
C (0.515, 7.077, 1.146)
C (0.585, 8.428, 1.180)
C (0.272, 9.190, 0.046)
C (-0.266, 8.582, -1.097)
C (-0.397, 7.259, -1.108)
H (0.929, 6.571, 2.006)
H (1.054, 8.775, 2.089)
H (0.294, 10.232, 0.329)
H (-0.408, 9.124, -2.021)
H (-0.746, 6.754, -1.997)
O (-0.311, -5.935, -2.635)
N (-0.912, -5.314, -1.740)
O (-0.617, -5.427, -0.599)
C (-1.832, -4.239, -2.214)
C (-2.208, -4.174, -3.603)
C (-3.002, -3.105, -3.980)
C (-3.314, -2.121, -3.123)
C (-2.969, -2.125, -1.757)
C (-2.161, -3.227, -1.334)
H (-2.148, -5.003, -4.293)
H (-3.278, -3.028, -5.022)
H (-3.965, -1.287, -3.340)
H (-3.141, -1.279, -1.108)
H (-1.956, -3.289, -0.276)
O (8.585, -0.166, -2.517)
N (8.221, 0.528, -1.592)
O (8.852, 0.493, -0.552)
C (6.949, 1.263, -1.735)
C (6.049, 1.012, -2.805)
C (4.828, 1.686, -2.955)
C (4.530, 2.635, -2.012)
C (5.302, 2.788, -0.884)
C (6.473, 2.119, -0.729)
H (6.232, 0.262, -3.561)
H (4.377, 1.533, -3.925)
H (3.614, 3.204, -2.077)
H (4.886, 3.439, -0.129)
H (7.015, 2.363, 0.173)
O (-2.769, -2.830, 3.153)
N (-3.725, -3.009, 3.821)
O (-4.538, -2.100, 4.041)
C (-4.141, -4.323, 4.277)
C (-3.180, -5.397, 4.166)
C (-3.514, -6.627, 4.685)
C (-4.899, -6.866, 5.004)
C (-5.909, -5.865, 4.931)
C (-5.458, -4.547, 4.701)
H (-2.232, -5.061, 3.771)
H (-2.889, -7.505, 4.620)
H (-5.136, -7.856, 5.363)
H (-6.948, -5.971, 5.206)
H (-6.187, -3.779, 4.913)
O (2.465, -1.891, -1.777)
N (2.103, -0.769, -1.809)
O (2.371, 0.138, -2.620)
C (1.106, -0.453, -0.785)
C (0.776, -1.405, 0.192)
C (-0.247, -1.190, 1.056)
C (-0.927, 0.001, 0.964)
C (-0.531, 1.077, 0.107)
C (0.519, 0.831, -0.756)
H (1.472, -2.231, 0.218)
H (-0.602, -1.987, 1.692)
H (-1.800, -0.037, 1.599)
H (-1.022, 2.033, 0.210)
H (0.929, 1.570, -1.428)



Record 6
The following is a quantum chemistry calculation of C30H26BrF5N5ReSSb as an isolated structure, from the OMol25 dataset.

Relative energy (zero: lowest compared OMol25 entry of this formula, charge and spin) = 0.0 kcal/mol
Net charge = +2
HOMO energy (spin up / spin down) = -13.500 / -13.518 eV
2S+1 = 2
Total energy = -5222.145409 a.u.
Frontier orbital gap (spin up / spin down) = 7.097 / 6.489 eV

Geometry (Å):
Re (0.305, -0.853, -0.479)
C (1.118, 1.280, 2.301)
C (2.109, 0.237, 1.903)
C (3.326, 0.137, 2.586)
C (4.249, -0.817, 2.235)
C (3.979, -1.650, 1.146)
C (2.782, -1.505, 0.485)
N (1.866, -0.604, 0.891)
Sb (2.736, -2.644, -1.383)
C (0.711, -3.376, -1.655)
C (0.656, -4.650, -2.166)
C (-0.586, -5.169, -2.529)
C (-1.701, -4.383, -2.366)
C (-1.602, -3.104, -1.815)
C (-2.848, -2.297, -1.677)
N (-0.396, -2.627, -1.453)
C (2.266, -0.969, -2.672)
C (3.162, -0.551, -3.630)
C (2.731, 0.361, -4.592)
C (1.412, 0.751, -4.588)
C (0.537, 0.284, -3.601)
C (-0.918, 0.618, -3.688)
N (0.988, -0.525, -2.635)
H (1.476, 2.264, 1.988)
H (0.130, 1.126, 1.878)
H (1.022, 1.295, 3.386)
H (3.511, 0.816, 3.407)
H (5.179, -0.914, 2.779)
H (4.700, -2.389, 0.824)
H (1.557, -5.235, -2.289)
H (-0.667, -6.168, -2.936)
H (-2.680, -4.746, -2.645)
H (-3.063, -1.794, -2.623)
H (-3.684, -2.961, -1.465)
H (-2.795, -1.561, -0.888)
H (4.173, -0.938, -3.645)
H (3.410, 0.720, -5.354)
H (1.025, 1.402, -5.362)
H (-1.088, 1.678, -3.497)
H (-1.270, 0.414, -4.699)
H (-1.508, 0.035, -2.988)
S (-1.553, 0.457, -0.314)
C (-0.454, 1.793, -0.637)
C (-0.665, 3.146, -0.808)
C (0.452, 3.932, -1.046)
C (1.719, 3.359, -1.097)
C (1.844, 2.000, -0.896)
N (0.765, 1.248, -0.665)
H (-1.659, 3.562, -0.738)
H (0.336, 4.999, -1.183)
H (2.598, 3.961, -1.277)
H (2.803, 1.495, -0.906)
F (-1.657, -2.609, 0.846)
C (-0.425, -2.103, 1.176)
F (0.425, -3.192, 1.243)
C (-0.632, -1.687, 2.654)
F (0.542, -1.443, 3.260)
F (-1.229, -2.665, 3.320)
F (-1.389, -0.591, 2.740)
Br (-3.192, 2.644, 2.223)
C (-1.960, 3.929, 2.901)
C (-2.327, 4.667, 4.017)
C (-1.421, 5.605, 4.481)
C (-0.211, 5.763, 3.818)
C (0.039, 4.967, 2.717)
N (-0.820, 4.052, 2.256)
H (-3.283, 4.511, 4.493)
H (-1.660, 6.207, 5.347)
H (0.518, 6.489, 4.145)
H (0.971, 5.062, 2.167)



Record 7
The following is a quantum chemistry calculation of a 10-piece molecular cluster, C30H26Cl18F4 overall in a non-equilibrium geometry, from the OMol25 dataset.

SMILES = ClC(Cl)Cl.ClC(Cl)Cl.ClC(Cl)Cl.ClC(Cl)Cl.ClC(Cl)Cl.ClC(Cl)Cl.Fc1ccccc1.Fc1ccccc1.Fc1ccccc1.Fc1ccccc1
Net charge = 0
HOMO energy = -9.022 eV
Total energy = -9841.584694 a.u.
Frontier orbital gap = 9.274 eV

Geometry (Å):
Cl (-23.030, -3.353, -17.639)
C (-21.599, -4.059, -16.845)
Cl (-22.124, -4.566, -15.191)
Cl (-20.208, -3.013, -16.660)
H (-21.338, -4.887, -17.422)
Cl (-18.453, -3.075, -13.520)
C (-17.185, -4.332, -13.451)
Cl (-15.552, -3.588, -13.624)
Cl (-17.563, -5.444, -14.788)
H (-17.136, -4.892, -12.496)
Cl (-21.742, -0.291, -15.324)
C (-22.729, -0.445, -13.826)
Cl (-21.908, -1.504, -12.686)
Cl (-24.347, -0.981, -14.359)
H (-22.862, 0.576, -13.495)
Cl (-24.595, -0.784, -9.933)
C (-23.344, 0.397, -9.374)
Cl (-22.663, 1.342, -10.695)
Cl (-22.157, -0.553, -8.500)
H (-23.882, 1.029, -8.595)
Cl (-23.969, -6.615, -6.966)
C (-22.784, -7.315, -8.100)
Cl (-23.195, -8.867, -8.732)
Cl (-21.171, -7.144, -7.361)
H (-22.731, -6.710, -8.943)
Cl (-16.756, 0.443, -12.333)
C (-17.488, -0.563, -11.063)
Cl (-18.958, 0.177, -10.377)
Cl (-16.334, -0.974, -9.678)
H (-17.736, -1.519, -11.459)
F (-28.754, -2.155, -12.761)
C (-27.988, -3.077, -12.135)
C (-27.904, -3.027, -10.751)
C (-27.097, -3.886, -10.015)
C (-26.393, -4.859, -10.781)
C (-26.358, -4.805, -12.176)
C (-27.233, -3.905, -12.902)
H (-28.704, -2.380, -10.358)
H (-27.020, -3.779, -8.932)
H (-25.780, -5.555, -10.244)
H (-25.665, -5.417, -12.718)
H (-27.454, -3.957, -13.951)
F (-17.057, -7.736, -8.697)
C (-17.127, -6.902, -7.629)
C (-16.610, -5.602, -7.718)
C (-16.571, -4.934, -6.494)
C (-17.153, -5.414, -5.291)
C (-17.653, -6.709, -5.315)
C (-17.675, -7.444, -6.484)
H (-16.262, -5.288, -8.661)
H (-16.169, -3.922, -6.572)
H (-17.067, -4.827, -4.384)
H (-18.074, -7.188, -4.424)
H (-18.050, -8.472, -6.429)
F (-12.733, -7.654, -10.937)
C (-13.180, -7.491, -9.667)
C (-12.817, -6.377, -8.975)
C (-13.292, -6.334, -7.612)
C (-13.865, -7.431, -7.035)
C (-14.061, -8.617, -7.802)
C (-13.791, -8.650, -9.120)
H (-12.510, -5.490, -9.545)
H (-13.164, -5.403, -7.043)
H (-14.276, -7.301, -6.027)
H (-14.583, -9.369, -7.289)
H (-14.146, -9.316, -9.801)
F (-17.771, -5.592, -10.744)
C (-19.080, -5.228, -10.562)
C (-20.061, -5.945, -11.267)
C (-21.361, -5.517, -11.055)
C (-21.705, -4.456, -10.163)
C (-20.674, -3.820, -9.537)
C (-19.344, -4.257, -9.669)
H (-19.701, -6.753, -11.853)
H (-22.172, -6.058, -11.495)
H (-22.758, -4.192, -10.132)
H (-20.924, -3.087, -8.753)
H (-18.500, -3.748, -9.185)



What is the formula in the fifth record?
C30H25N5O10



The lowest total energy belongs to which entry?
C30H26Cl18F4



Number 1 is which compound?
C30H25AuO4PS2Se2Si